Entry 1:
Formula: C10H19NO
Source: the OMol25 dataset
Level of theory: wB97M-V/def2-TZVPD

Last column: natural (NBO) charge in e.
Element x y z (Å)
1 O 0.8881 3.7614 2.6341  -0.70
2 N -0.0460 -0.2644 -0.9611  -0.44
3 C 0.9342 0.7579 0.9863  0.02
4 C -0.9687 -1.2829 -0.5092  -0.21
5 C -2.8345 -1.8400 1.0910  -0.60
6 C 0.2989 -2.6089 -3.3018  -0.61
7 C 0.2014 -0.2035 -2.3847  -0.20
8 C 0.5552 2.4378 3.0033  -0.13
9 C 0.7674 1.4776 1.9314  -0.06
10 C 1.0604 -1.3197 -3.0149  -0.42
11 C -1.7439 -0.8381 0.7332  -0.40
12 C 1.1448 -0.1432 -0.1366  -0.30
13 H -2.1843 0.1399 0.5344  0.20
14 H -0.5779 -2.4044 -3.9131  0.20
15 H 1.4744 -1.1213 0.2578  0.20
16 H 0.9358 -3.3058 -3.8435  0.21
17 H -0.4975 2.3808 3.3282  0.18
18 H -0.7699 -0.1747 -2.8865  0.19
19 H -0.0269 -3.0926 -2.3855  0.20
20 H -1.6847 -1.4692 -1.3129  0.20
21 H 0.4568 3.9645 1.7969  0.47
22 H -3.5490 -1.9380 0.2763  0.20
23 H -0.4562 -2.2353 -0.2801  0.16
24 H -1.0574 -0.7273 1.5732  0.21
25 H 1.9598 0.2698 -0.7395  0.23
26 H -3.3706 -1.5187 1.9806  0.21
27 H 1.9106 -1.5358 -2.3644  0.19
28 H -2.4038 -2.8200 1.2868  0.20
29 H 1.1979 2.1949 3.8555  0.21
30 H 1.4599 -0.9369 -3.9572  0.20
31 H 0.6935 0.7567 -2.5748  0.19

Properties
Molar mass ... 169.3 Da
Net charge ... 0
E_LUMO ... 0.873 eV
SMILES ... CCCN(CC#CCO)CCC
Relative energy (zero: lowest compared OMol25 entry of this formula, charge and spin) ... 50.6 kcal per mole


Entry 2:
Formula: C10H19NOS
Source: the OMol25 dataset
Level of theory: wB97M-V/def2-TZVPD

Last column: natural (NBO) charge in e.
Element x y z (Å)
1 S 0.7766 -0.7427 0.9819  1.45
2 O 0.5572 0.3445 1.9097  -1.01
3 N -0.4007 -0.6528 -0.1928  -0.68
4 C -2.6243 -1.7989 -0.9345  -0.62
5 C 1.8206 1.4004 -0.4181  -0.65
6 C -1.7290 -0.9785 0.0754  0.14
7 C -1.4541 0.4292 -0.4368  -0.09
8 C 3.4948 -0.2105 0.6199  -0.64
9 C 2.1169 -0.9890 -1.2892  -0.64
10 C -1.9152 2.7978 -0.0331  -0.36
11 C 2.1767 -0.0457 -0.0712  -0.19
12 C -2.2499 -1.2021 1.4925  -0.63
13 C -1.5194 1.6121 0.4314  -0.23
14 H -2.4748 3.0576 -0.9697  0.18
15 H -3.0930 -1.8059 1.5972  0.22
16 H 2.2471 -2.0677 -0.8699  0.22
17 H -2.3945 -0.2465 1.9115  0.23
18 H -3.7067 -1.4329 -1.0144  0.22
19 H 2.7156 1.9181 -0.0099  0.22
20 H -1.6210 0.4963 -1.4392  0.21
21 H -1.0507 1.7020 1.3157  0.24
22 H 1.1402 -0.7144 -1.8515  0.24
23 H -2.6282 -2.9105 -0.6116  0.22
24 H 3.5541 0.4015 1.5345  0.22
25 H -1.7549 3.6429 0.5099  0.19
26 H 0.8597 1.7556 0.1225  0.25
27 H 4.2551 -0.0724 -0.0070  0.21
28 H 3.7372 -1.1202 1.0973  0.22
29 H 3.0048 -0.6592 -1.9956  0.21
30 H -1.3762 -1.7298 2.0330  0.21
31 H -2.1629 -1.6036 -2.0024  0.21
32 H 1.6988 1.4255 -1.4856  0.21

Properties
Molar mass ... 201.3 Da
Net charge ... 0
E_LUMO ... 0.727 eV
Relative energy (zero: lowest compared OMol25 entry of this formula, charge and spin) ... 120.0 kcal per mole


Entry 3:
Formula: C10H19O6Rb
Source: the OMol25 dataset
Level of theory: wB97M-V/def2-TZVPD

Last column: natural (NBO) charge in e.
Element x y z (Å)
1 Rb -6.4390 4.7962 -3.3364  1.00
2 O 1.1680 3.0923 -1.7985  -0.73
3 O -4.1012 -1.0143 -7.3128  -0.57
4 O 0.1116 1.4897 -0.7818  -0.84
5 O 3.4851 5.6152 3.8929  -0.55
6 O -1.2528 -3.2419 3.8078  -0.56
7 O -0.9545 2.7253 -2.2258  -0.83
8 C -3.6120 -2.2477 -5.3756  -0.72
9 C -1.1550 -3.9899 2.7873  0.60
10 C 4.5510 3.4240 4.0006  -0.71
11 C 4.2504 4.9970 6.1106  -0.73
12 C 0.0442 2.4320 -1.5873  0.92
13 C -3.2442 -1.4642 -6.5807  0.60
14 C 0.0854 -4.9038 2.6625  -0.72
15 C -2.1454 -4.0546 1.6965  -0.74
16 C -1.8084 -1.2943 -6.8145  -0.72
17 C 3.9392 4.7067 4.6210  0.60
18 H -3.0342 -3.1611 -5.5164  0.22
19 H 3.7421 2.7182 4.1894  0.24
20 H 3.7375 5.9411 6.2941  0.23
21 H 1.6952 2.4950 -1.2628  0.48
22 H -1.9231 -4.6814 0.8330  0.22
23 H 4.7855 3.5668 2.9457  0.24
24 H -1.5992 -1.2235 -7.8819  0.24
25 H -3.3464 -1.7083 -4.4664  0.25
26 H 0.1208 -5.5873 1.8142  0.21
27 H 5.4324 3.1506 4.5807  0.21
28 H 5.3098 5.2077 6.2571  0.23
29 H -4.6809 -2.4504 -5.4427  0.23
30 H 3.9186 4.2617 6.8436  0.23
31 H -1.2955 -2.1490 -6.3734  0.22
32 H -2.2014 -3.0431 1.2943  0.26
33 H 0.9585 -4.2513 2.6642  0.25
34 H 0.0949 -5.4575 3.6014  0.24
35 H -1.5114 -0.4092 -6.2520  0.26
36 H -3.1259 -4.2865 2.1122  0.24

Properties
Molar mass ... 320.7 Da
Net charge ... 0
E_LUMO ... -2.434 eV
Relative energy (zero: lowest compared OMol25 entry of this formula, charge and spin) ... 103.8 kcal per mole